Formula: C14H23F3NPZn
Source: OMol25
Level of theory: the ωB97M-V functional and the def2-TZVPD basis

Values from the calculation:
HOMO-LUMO gap: 6.1 eV
Calculated total energy: -3022.06488 hartree
Highest occupied orbital energy: -6.080 eV
Energy relative to the best compared isomer or geometry (same formula, charge and spin): 69.3 kcal per mole

Last column: Mulliken charge in e.
Cartesian coordinates (Å):
C1 -1.8525 -1.5921 -3.0725  -0.79
C2 -0.7980 -2.2956 -2.4851  -0.71
C3 -0.1034 -1.8079 -1.3604  0.33
C4 -0.5789 -0.5884 -0.8206  0.39
C5 -1.7145 0.0908 -1.3411  1.43
C6 -2.3254 -0.4156 -2.5119  -0.48
C7 1.0966 -2.6305 -0.8099  -1.22
C8 2.3240 -2.1272 0.1048  -0.87
N1 2.3518 -0.6956 0.1120  0.15
Zn1 0.7638 0.1831 0.5883  -1.26
C9 -2.1822 1.4296 -0.6993  -1.34
P1 -0.9565 1.8664 0.6536  0.96
H1 -0.4212 -3.3014 -2.8811  0.27
H2 -3.1475 0.2173 -2.9448  0.36
H3 -2.2978 -1.9631 -3.9610  0.43
H4 -3.2066 1.3832 -0.2574  0.46
H5 -2.3068 2.2397 -1.4465  0.49
H6 0.7133 -3.4757 -0.1797  0.39
H7 1.5813 -3.1305 -1.6531  0.37
H8 2.1145 -2.4050 1.1268  0.37
C10 -2.0613 2.5111 2.0121  -1.20
C11 -0.1393 3.3523 -0.1186  -1.27
H9 3.2018 -2.5839 -0.1413  0.51
C12 2.3721 0.2247 -1.1785  -0.72
C13 3.3568 -0.2384 1.1400  -0.86
H10 -1.0439 -0.6696 2.9992  0.02
H11 3.3313 0.6810 -1.2960  0.39
H12 2.0529 -0.2404 -2.0439  0.43
H13 1.7289 1.0558 -1.0123  0.28
H14 4.3424 -0.5876 0.9712  0.41
H15 3.3279 0.8682 1.2531  0.17
H16 3.0702 -0.5919 2.1191  0.34
H17 -0.6753 4.3120 -0.2252  0.41
H18 0.7740 3.5560 0.5213  0.16
H19 0.2811 3.0915 -1.0994  0.32
H20 -2.7922 3.3037 1.7846  0.37
H21 -2.6289 1.6571 2.4325  0.31
H22 -1.4539 2.8816 2.8629  0.37
H23 2.1889 2.6718 1.1592  -0.15
F1 -1.3409 -2.6629 2.9148  -0.22
C14 -1.8199 -1.3978 2.9348  0.62
F2 -2.5175 -1.1668 1.8178  -0.15
F3 -2.6090 -1.0091 4.0315  -0.27

Cartesian forces, eV/Å:
0.3528 0.0057 0.7015
1.3163 -1.5506 0.0671
-0.8527 0.8601 -0.3851
0.5672 -0.1891 0.7746
0.6034 -0.5341 -0.3960
-0.2413 1.3953 0.7729
0.5805 -1.4209 0.6802
-4.8634 0.9569 -0.9653
2.6663 2.4985 0.2555
-3.1042 1.2968 0.1759
-0.1648 -0.7352 0.2317
-1.1592 2.4910 -0.4165
-0.8413 1.5177 0.1377
0.7776 -1.0387 0.1540
-0.3496 -0.3640 -0.6443
0.7103 -0.4485 -0.0914
0.5720 -0.3800 0.3337
-0.1200 0.5643 -0.7322
-0.2458 0.0580 -0.1365
-0.0849 -0.1475 0.3777
0.1503 -0.1764 0.8291
0.9091 0.4587 0.9039
2.5355 -1.1025 -1.1393
1.5984 -1.0175 2.3499
-0.7398 1.3197 -0.1001
1.1654 0.1100 -0.1848
0.8449 -0.0786 -0.0234
-0.5848 -1.4258 -1.5083
-0.5904 0.8777 0.1878
1.0921 -0.4424 -0.6329
0.0193 -0.5276 -0.4495
-0.3458 -0.4294 0.2766
-0.4134 -0.7132 0.1190
-0.7802 -0.3343 -0.5642
-0.2268 -0.1756 0.1608
0.4030 -0.3007 -0.3926
0.2139 0.2862 -0.3613
-0.0684 -0.1547 -0.5778
-0.1148 -0.9518 0.0484
-1.1350 1.0656 0.6839
-0.4512 1.3698 0.3379
-0.1996 -0.5899 0.4795
0.5989 -1.9029 -1.3379